Computed, not measured: a structure of composition C42H76Br18Cl12O8P, with wB97M-V/def2-TZVPD.

Each line ends with the Löwdin charge.
Atoms and positions in Å:
C (2.6683, -3.8369, 2.4761)  -0.148
C (1.9229, -3.5208, 1.1540)  -0.228
C (2.0946, -2.0242, 0.8251)  -0.245
C (1.4777, -1.7300, -0.5594)  -0.265
P (0.5687, -0.2107, -0.8323)  1.051
C (-0.9431, -0.4761, -1.7612)  -0.240
C (-1.4465, 0.8363, -2.3351)  -0.232
C (-2.9213, 0.9707, -2.7313)  -0.265
C (-3.8707, 0.3064, -1.7255)  -0.136
C (-0.0166, 0.5097, 0.7519)  -0.244
C (-0.8993, -0.4981, 1.4950)  -0.263
C (-1.2747, -0.1417, 2.9266)  -0.259
C (-0.0898, -0.1256, 3.8901)  -0.121
C (1.4977, 1.2005, -1.4292)  -0.314
C (2.7421, 1.6223, -0.6919)  -0.222
C (3.4731, 2.6559, -1.5729)  -0.259
C (4.5238, 3.5027, -0.8577)  -0.120
H (3.6501, -3.3747, 2.6043)  0.014
H (2.8420, -4.9173, 2.5432)  0.014
H (2.1084, -3.4465, 3.3316)  0.053
H (0.8599, -3.6562, 1.3730)  0.102
H (2.3027, -4.0665, 0.2936)  0.039
H (3.1353, -1.6823, 0.8031)  0.091
H (1.6677, -1.3818, 1.6026)  0.080
H (0.6925, -2.4651, -0.7673)  0.106
H (2.2415, -1.8003, -1.3386)  0.047
H (-1.7147, -0.9746, -1.1657)  0.080
H (-0.6351, -1.2135, -2.5260)  0.082
H (-0.8955, 0.9956, -3.2691)  0.095
H (-1.2424, 1.6785, -1.6652)  0.081
H (-3.2043, 0.4778, -3.6693)  0.108
H (-3.1220, 2.0273, -2.8960)  -0.002
H (-3.9600, -0.7625, -1.8687)  0.078
H (-4.8435, 0.8036, -1.8405)  -0.032
H (-3.5865, 0.5426, -0.6938)  0.069
H (-0.5979, 1.4110, 0.5616)  0.086
H (0.8611, 0.7795, 1.3452)  0.082
H (-0.5454, -1.5277, 1.3763)  0.104
H (-1.8667, -0.5115, 0.9823)  0.074
H (-1.9560, -0.9076, 3.3058)  0.061
H (-1.7946, 0.8228, 2.9473)  0.111
H (0.4270, -1.0949, 3.8017)  0.040
H (-0.3994, -0.2678, 4.9359)  0.041
H (0.6340, 0.6729, 3.7679)  0.070
H (0.8259, 2.0601, -1.4551)  0.045
H (1.6356, 0.9694, -2.4914)  0.046
H (3.4514, 0.8285, -0.4353)  0.086
H (2.5135, 2.1210, 0.2604)  0.104
H (2.7368, 3.3152, -2.0315)  0.062
H (4.0577, 2.1169, -2.3216)  0.081
H (5.4583, 2.9879, -0.6691)  0.072
H (4.1216, 3.9575, 0.0595)  0.064
H (4.7116, 4.3702, -1.4955)  0.001
O (1.6624, -1.4289, -3.5269)  -0.370
C (1.2913, -2.0303, -4.7348)  -0.441
C (0.0434, -2.8989, -4.7647)  -0.582
O (-0.2300, -3.5230, -5.9109)  -0.355
H (2.1847, -2.5147, -5.1876)  0.075
H (1.0140, -1.2080, -5.4512)  0.081
H (-0.8209, -2.2148, -4.5058)  0.078
H (0.0825, -3.6405, -3.9024)  0.071
O (-4.4369, -1.8756, 5.3735)  0.151
C (-3.8429, -1.1051, 5.9916)  -0.553
O (-2.6671, -1.3921, 6.5627)  -0.050
C (-2.1805, -0.3193, 7.4007)  -0.131
C (-3.0940, 0.8910, 7.1099)  -0.137
C (-4.3041, 0.2805, 6.3836)  -0.060
H (-1.1940, 0.0032, 7.0675)  0.107
H (-2.1463, -0.6709, 8.4271)  0.124
H (-2.5935, 1.6092, 6.4679)  0.109
H (-3.3851, 1.3623, 8.0486)  0.110
H (-4.5712, 0.9206, 5.5471)  0.123
H (-5.1844, 0.1620, 7.0169)  0.129
O (-0.3356, 3.7612, -0.5240)  0.118
C (-0.0710, 4.8189, -0.1149)  -0.492
O (-1.0582, 5.6888, 0.1615)  -0.251
C (-0.5304, 6.9284, 0.6365)  -0.196
C (0.8744, 6.9538, 0.0573)  -0.183
C (1.2868, 5.5010, 0.0842)  -0.064
H (-0.6029, 6.9404, 1.7243)  0.133
H (-1.0106, 7.8261, 0.2489)  0.106
H (1.5314, 7.5807, 0.6721)  0.116
H (0.9688, 7.4195, -0.9232)  0.104
H (1.5588, 5.1927, 1.0999)  0.145
H (1.9822, 5.1531, -0.6673)  0.078
O (-3.1861, -2.2682, 0.6602)  0.124
C (-3.9878, -2.6313, 1.4543)  -0.477
O (-4.0093, -3.9036, 1.9069)  0.033
C (-5.0171, -4.0480, 2.8988)  -0.194
C (-6.0356, -2.9621, 2.5876)  -0.142
C (-5.1395, -1.8586, 2.0425)  -0.073
H (-4.6661, -4.0376, 3.9265)  0.073
H (-5.5404, -5.0061, 2.8355)  0.124
H (-6.6549, -2.6402, 3.4247)  0.116
H (-6.7546, -3.2499, 1.8168)  0.115
H (-4.8128, -1.0659, 2.7188)  0.118
H (-5.5793, -1.2557, 1.2387)  0.120
C (4.7675, -7.0637, 0.9950)  -1.022
Cl (3.9814, -7.6650, 2.4693)  0.490
Cl (6.4637, -7.5644, 0.8780)  0.497
H (4.3370, -7.5651, 0.1398)  0.019
H (4.5837, -5.9988, 0.9656)  0.002
C (8.8033, 1.2518, 3.4024)  -1.052
Cl (9.1137, 2.2671, 4.8243)  0.492
Cl (7.1650, 1.4696, 2.7952)  0.493
H (9.5080, 1.5485, 2.6391)  0.024
H (8.9891, 0.2286, 3.6875)  -0.041
C (1.6811, 1.6385, -5.1117)  -1.013
Cl (1.0225, 2.9938, -4.1881)  0.558
Cl (3.0438, 2.1510, -6.1184)  0.499
H (1.9947, 0.7947, -4.4817)  -0.004
H (0.9198, 1.1805, -5.7373)  0.032
C (4.8505, -0.6423, -3.0639)  -1.031
Cl (6.0646, 0.4669, -3.6898)  0.513
Cl (5.2242, -1.2493, -1.4479)  0.522
H (3.8767, -0.1570, -3.0371)  -0.009
H (4.6866, -1.4779, -3.7352)  0.030
C (-4.4783, -2.5122, -7.0325)  -0.976
Cl (-5.1712, -2.8798, -5.4311)  0.470
Cl (-5.6603, -2.8241, -8.3373)  0.451
H (-4.3207, -1.4477, -7.0656)  0.010
H (-3.6054, -3.1088, -7.2748)  0.036
C (2.6587, -4.4495, -3.5769)  -0.990
Cl (3.4683, -4.4811, -1.9633)  0.493
Cl (2.4595, -6.0713, -4.2312)  0.524
H (1.6715, -4.0697, -3.3400)  -0.026
H (3.1792, -3.7213, -4.1768)  0.011
C (-1.3582, -5.1534, 3.9626)  -1.530
Br (0.3311, -6.0515, 4.2024)  0.598
Br (-1.2284, -3.3855, 4.7458)  0.693
Br (-2.7579, -6.1457, 4.9350)  0.560
H (-1.6280, -5.1395, 2.9195)  -0.020
C (5.6079, 8.0641, -1.3516)  -1.608
Br (5.4477, 8.9962, 0.3068)  0.588
Br (3.9813, 7.0573, -1.6965)  0.646
Br (7.1653, 6.9167, -1.5267)  0.579
H (5.8042, 8.7451, -2.1600)  -0.039
C (-7.9326, -0.0244, -2.6260)  -1.635
Br (-7.3239, 1.1478, -1.1956)  0.560
Br (-9.6328, 0.3671, -3.4619)  0.564
Br (-7.8549, -1.8452, -2.0433)  0.584
H (-7.1707, 0.1850, -3.3613)  -0.067
C (-2.9968, 4.8716, -0.9057)  -1.445
Br (-2.4476, 5.5298, -2.6517)  0.608
Br (-4.6715, 3.8924, -1.0247)  0.567
Br (-3.5487, 6.4096, 0.1705)  0.674
H (-2.2572, 4.2332, -0.4470)  -0.023
C (6.9889, -3.4206, 4.8020)  -1.634
Br (7.0040, -1.5922, 4.2578)  0.632
Br (6.0871, -4.5729, 3.4954)  0.613
Br (6.5224, -3.6996, 6.6317)  0.600
H (8.0211, -3.7133, 4.7256)  -0.048
C (-6.1256, 4.0823, -5.1834)  -1.601
Br (-6.3377, 4.5721, -7.0526)  0.571
Br (-4.3197, 3.5492, -4.7402)  0.590
Br (-7.4222, 2.8641, -4.4748)  0.609
H (-6.1398, 5.0465, -4.7048)  -0.044

Forces on atoms 1 to 2 (eV/Å):
0.1 -0.2 -0.4
1.0 1.6 1.3

The calculation puts the gap between HOMO and LUMO at 0.1094 Ha. The net charge is -1. The calculation puts the LUMO energy at 0.75 eV. As for the calculated total energy: -1481484.89042 eV.

=====

Computed, not measured: a structure of composition C44H39FeN7P2S2Se, with wB97M-V/def2-TZVPD.

Each line ends with the Löwdin charge.
Atoms and positions in Å:
Fe (-0.8422, 1.2917, 0.7313)  -0.007
S (2.3626, 2.5364, -1.6711)  0.289
P (2.2144, 0.6522, -1.0488)  0.451
C (1.0710, 0.3422, 0.2883)  -1.060
P (0.6956, -1.2299, 1.1221)  0.970
S (1.1909, 1.6102, 1.5529)  0.520
C (0.6685, -2.6241, -0.0849)  -0.370
C (1.7955, -3.3072, -0.5361)  -0.091
C (1.6816, -4.3520, -1.4427)  -0.072
C (0.4311, -4.7534, -1.8924)  -0.092
C (-0.7049, -4.1168, -1.4125)  -0.102
C (-0.5839, -3.0657, -0.5137)  -0.134
C (2.0678, -1.8064, 2.1999)  -0.368
C (1.8754, -3.0282, 2.8494)  -0.119
C (2.8277, -3.5284, 3.7237)  -0.100
C (3.9844, -2.8028, 3.9810)  -0.103
C (4.1727, -1.5763, 3.3625)  -0.082
C (3.2198, -1.0802, 2.4809)  -0.099
C (1.7966, -0.3617, -2.5001)  -0.346
C (2.7324, -0.5112, -3.5250)  -0.099
C (2.4015, -1.2039, -4.6778)  -0.079
C (1.1261, -1.7361, -4.8310)  -0.087
C (0.1841, -1.5622, -3.8300)  -0.077
C (0.5179, -0.8767, -2.6681)  -0.125
C (3.8941, 0.1331, -0.5630)  -0.348
C (4.6478, 1.0349, 0.1888)  -0.126
C (5.8939, 0.6689, 0.6721)  -0.082
C (6.4073, -0.5931, 0.3992)  -0.091
C (5.6754, -1.4830, -0.3709)  -0.077
C (4.4234, -1.1202, -0.8511)  -0.102
H (2.7687, -3.0302, -0.1529)  0.091
H (2.5713, -4.8620, -1.7917)  0.103
H (0.3434, -5.5704, -2.5977)  0.099
H (-1.6873, -4.4463, -1.7326)  0.090
H (-1.4707, -2.5612, -0.1448)  0.064
H (0.9751, -3.6029, 2.6535)  0.100
H (2.6669, -4.4843, 4.2074)  0.096
H (4.7284, -3.1900, 4.6658)  0.095
H (5.0663, -0.9972, 3.5612)  0.100
H (3.3660, -0.1142, 2.0221)  0.056
H (3.7169, -0.0729, -3.4200)  0.109
H (3.1375, -1.3231, -5.4629)  0.101
H (0.8703, -2.2787, -5.7325)  0.099
H (-0.8126, -1.9715, -3.9417)  0.101
H (-0.2218, -0.7454, -1.8895)  0.022
H (4.2435, 2.0193, 0.3908)  0.077
H (6.4673, 1.3726, 1.2623)  0.104
H (7.3806, -0.8773, 0.7792)  0.101
H (6.0758, -2.4624, -0.6010)  0.103
H (3.8654, -1.8168, -1.4613)  0.085
N (-0.5596, 3.6217, -2.8133)  0.123
C (-0.5475, 2.5890, -1.9562)  -0.247
N (-0.9042, 2.6746, -0.7109)  0.004
C (-1.2473, 3.9091, -0.1862)  -0.254
N (-1.6944, 4.0039, 1.0239)  0.111
N (-1.7411, 2.7740, 1.6337)  -0.092
C (-2.1641, 2.7459, 2.8409)  -0.068
C (-2.1923, 1.4457, 3.4980)  -0.279
C (-2.5720, 1.2913, 4.8277)  -0.021
C (-2.6126, 0.0181, 5.3655)  -0.063
C (-2.2760, -1.0613, 4.5623)  -0.049
C (-1.8892, -0.8157, 3.2531)  -0.142
N (-1.8501, 0.4033, 2.7272)  0.078
C (-1.1136, 5.0927, -1.0224)  -0.073
C (-1.3282, 6.3851, -0.5404)  -0.008
C (-1.1779, 7.4701, -1.3766)  -0.074
C (-0.8100, 7.2798, -2.7095)  -0.071
C (-0.5983, 6.0112, -3.2056)  -0.011
C (-0.7514, 4.9171, -2.3575)  -0.173
H (-0.1257, 3.4737, -3.7110)  0.157
H (-0.3025, 1.6216, -2.3699)  0.093
H (-2.4676, 3.6544, 3.3521)  0.129
H (-2.8217, 2.1608, 5.4218)  0.113
H (-2.9007, -0.1315, 6.3981)  0.108
H (-2.2915, -2.0734, 4.9419)  0.104
H (-1.5742, -1.6155, 2.5942)  0.068
H (-1.6050, 6.5048, 0.4974)  0.113
H (-1.3394, 8.4716, -1.0019)  0.104
H (-0.6854, 8.1349, -3.3606)  0.107
H (-0.3085, 5.8569, -4.2375)  0.116
C (-4.8788, 0.7090, 1.5422)  -0.014
N (-5.0219, -0.4264, 0.6464)  -0.110
C (-6.0670, -1.3295, 0.6862)  -0.043
C (-5.8818, -2.1980, -0.3252)  -0.042
N (-4.7187, -1.8241, -0.9700)  -0.126
C (-4.1516, -2.4715, -2.1393)  -0.036
C (-4.1902, -0.7294, -0.3748)  -0.654
Se (-2.6744, 0.1511, -0.9663)  0.810
H (-5.8614, 1.1445, 1.7152)  0.099
H (-4.2211, 1.4371, 1.0720)  0.058
H (-4.4399, 0.4000, 2.4876)  0.081
H (-6.8438, -1.2673, 1.4262)  0.124
H (-6.4612, -3.0456, -0.6423)  0.122
H (-4.5582, -3.4776, -2.2115)  0.095
H (-3.0693, -2.5118, -2.0298)  0.042
H (-4.3881, -1.9093, -3.0419)  0.097

Forces on atoms 1 to 2 (eV/Å):
-0.4 0.1 -0.2
0.0 -0.1 0.0

The calculation puts the gap between HOMO and LUMO (alpha / beta) at 0.2136 / 0.2152 Ha. The calculation puts the LUMO energy (alpha / beta) at -0.36 / -0.36 eV. As for the calculated total energy: -196674.45600 eV.